(1)
Below is a 12-piece molecular cluster, C39H107N7O12 overall, with properties calculated with ωB97M-V with the def2-TZVPD basis set.

Positions of all 165 atoms, in Å:
1 C -4.037060 -1.231007 -0.816701
2 O -4.316664 -1.854182 -2.058170
3 C -4.644516 -3.258362 -1.929619
4 C -6.099304 -3.408351 -1.486166
5 C -6.329280 -4.880745 -1.077931
6 N -7.068192 -3.110154 -2.576770
7 H -3.237929 -0.504874 -0.965765
8 H -3.853446 -1.916127 0.010933
9 H -4.930299 -0.661068 -0.560980
10 H -4.556621 -3.790266 -2.876959
11 H -3.949139 -3.788545 -1.278882
12 H -6.218571 -2.775845 -0.606505
13 H -7.399691 -5.007083 -0.915605
14 H -5.945814 -5.046812 -0.071216
15 H -5.942280 -5.650347 -1.745794
16 H -7.848927 -2.904723 -1.969853
17 H -6.880223 -2.218455 -3.012244
18 C -0.994547 -8.600842 1.853493
19 O -1.727925 -7.433534 1.827224
20 C -0.985606 -6.161459 1.774095
21 C -2.041972 -5.027184 1.818424
22 C -1.279417 -3.646634 1.656065
23 N -2.615076 -4.922469 3.106241
24 H -0.704232 -8.859398 0.835181
25 H -1.725592 -9.287721 2.279958
26 H -0.187798 -8.618754 2.586254
27 H -0.475716 -6.098286 2.735413
28 H -0.356130 -6.268208 0.890663
29 H -2.774487 -5.099571 1.014506
30 H -0.741369 -3.735150 0.712262
31 H -0.533065 -3.587069 2.448217
32 H -1.831991 -2.711985 1.752038
33 H -2.965732 -5.859166 3.246731
34 H -1.887752 -4.856152 3.803880
35 C 0.718892 -1.168959 3.640681
36 O 1.258692 0.195991 3.651924
37 C 0.489158 1.119581 4.357681
38 C 0.593227 1.164599 5.879436
39 C 0.028381 2.446786 6.509666
40 N 1.986219 1.054169 6.319298
41 H 1.023333 -1.684488 2.729827
42 H -0.351921 -1.352881 3.728034
43 H 1.196408 -1.730048 4.443956
44 H 0.669893 2.099082 3.914938
45 H -0.567552 1.171171 4.095377
46 H 0.157329 0.250426 6.282399
47 H 0.593151 3.354352 6.296449
48 H -0.110698 2.378568 7.588610
49 H -0.920540 2.687373 6.030315
50 H 2.539870 0.461963 5.716914
51 H 2.402488 1.972709 6.263474
52 C -2.892085 1.981406 2.342954
53 O -2.397889 2.982192 3.221026
54 C -1.921228 4.242111 2.616628
55 C -1.259086 5.124831 3.650515
56 C -2.108568 5.399515 4.844842
57 N -0.863863 6.408820 2.951204
58 H -3.672588 2.323299 1.663221
59 H -3.245823 1.053171 2.791660
60 H -2.085651 1.528600 1.766119
61 H -1.223789 4.011599 1.811307
62 H -2.706290 4.797965 2.103987
63 H -0.385717 4.588847 4.022067
64 H -1.668752 6.239031 5.383237
65 H -2.277836 4.553756 5.511287
66 H -3.093568 5.615665 4.431121
67 H -0.142702 6.221959 2.269201
68 H -1.644117 6.833551 2.470679
69 C 3.341029 2.799910 0.556833
70 O 3.457000 3.819538 -0.463372
71 C 2.227536 4.371688 -0.959827
72 C 1.244180 4.768725 0.125592
73 C -0.029551 5.486744 -0.415129
74 N 1.764735 5.776929 1.054256
75 H 4.270306 2.245510 0.687949
76 H 2.582057 2.060914 0.300021
77 H 3.227546 3.300564 1.518371
78 H 2.554420 5.229733 -1.547209
79 H 1.658987 3.631975 -1.523444
80 H 0.850805 3.960230 0.741793
81 H 0.302621 6.404352 -0.900677
82 H -0.641895 5.759349 0.444423
83 H -0.669662 4.822038 -0.995222
84 H 2.557659 5.412458 1.562721
85 H 2.248670 6.460267 0.489494
86 N 2.606131 -4.111077 -0.844704
87 C 2.200977 -5.007832 -0.036634
88 N 2.435503 -6.179184 -0.509971
89 O 1.830281 -4.853440 1.110789
90 H 2.378538 -3.150941 -0.629217
91 H 2.818848 -4.373025 -1.796661
92 H 2.148057 -6.919868 0.113619
93 H 2.847770 -6.353441 -1.415382
94 C 1.926858 -2.926417 -5.990418
95 C 0.925253 -2.336670 -5.042397
96 C 1.063833 -0.793493 -5.080846
97 O -0.385421 -2.732654 -5.304146
98 H 1.709327 -3.983251 -6.145021
99 H 2.971057 -2.802940 -5.703201
100 H 1.797626 -2.505341 -6.987463
101 H 1.130537 -2.639929 -4.015758
102 H 0.222935 -0.316468 -4.577424
103 H 1.055209 -0.512179 -6.133892
104 H 2.026715 -0.456251 -4.697172
105 H -0.717755 -2.332055 -6.110787
106 C 4.975403 -2.156524 1.804640
107 C 3.925303 -1.421237 2.589682
108 C 4.539253 -0.623999 3.742304
109 O 3.327299 -0.512698 1.757407
110 H 4.476432 -2.666581 0.980644
111 H 5.514386 -2.878204 2.418450
112 H 5.701097 -1.470117 1.368382
113 H 3.188008 -2.116371 2.991291
114 H 3.762449 -0.408204 4.475860
115 H 5.039790 0.264825 3.358168
116 H 5.286927 -1.233781 4.249500
117 H 2.851967 0.045739 2.376919
118 C 6.845135 -1.063487 -2.349347
119 C 5.600080 -0.215958 -2.695904
120 C 5.393884 0.882604 -1.608674
121 O 5.868607 0.544734 -3.814800
122 H 6.689992 -1.529234 -1.376154
123 H 7.765711 -0.502555 -2.188119
124 H 7.041572 -1.935784 -2.972748
125 H 4.696559 -0.795104 -2.886549
126 H 4.568574 1.510315 -1.944751
127 H 6.289271 1.492973 -1.491051
128 H 5.129036 0.401792 -0.667000
129 H 6.110321 -0.036055 -4.539951
130 C 0.206265 2.508553 -3.812058
131 C -0.501018 2.649346 -5.207695
132 C -1.986131 2.986675 -5.060228
133 O 0.177535 3.792430 -5.763060
134 H 1.291276 2.414107 -3.855823
135 H -0.325478 1.720068 -3.279482
136 H 0.125757 3.422382 -3.223387
137 H -0.149171 1.824868 -5.827812
138 H -2.604575 2.111309 -4.861833
139 H -2.328979 3.301264 -6.045918
140 H -2.169219 3.831213 -4.395895
141 H 1.103710 3.540815 -5.785262
142 C -3.506569 2.229744 -1.193754
143 C -4.012436 3.571433 -1.741843
144 C -4.977857 3.357929 -2.881606
145 O -4.514517 4.508727 -0.757120
146 H -2.670920 2.482565 -0.541170
147 H -3.266249 1.442907 -1.908749
148 H -4.283107 1.802026 -0.559610
149 H -3.198982 4.112481 -2.225205
150 H -5.437716 4.290689 -3.208075
151 H -5.845344 2.728974 -2.681639
152 H -4.506316 2.856660 -3.726871
153 H -4.788857 5.337168 -1.157157
154 C 0.224663 0.824307 0.119257
155 C 1.010807 -0.413768 -0.337457
156 C 0.311674 -1.103933 -1.444947
157 O 2.381192 -0.211578 -0.709887
158 H 0.312738 1.539244 -0.698795
159 H 0.519147 1.212357 1.094349
160 H -0.815175 0.569061 0.323416
161 H 1.246283 -1.152500 0.428654
162 H 0.940432 -1.910263 -1.822591
163 H 0.195741 -0.526959 -2.362423
164 H -0.644054 -1.518412 -1.124207
165 H 2.929263 -0.279627 0.075338

Forces on atoms 1 to 3 (eV/Å):
C -0.91 0.48 -0.41
O 0.62 -1.45 -0.23
C -0.75 0.69 -0.25

Its SMILES is COC[C@H](C)N.COC[C@H](C)N.COC[C@H](C)N.COC[C@H](C)N.COC[C@H](C)N.NC(N)=O.CC(C)O.CC(C)O.CC(C)O.CC(C)O.CC(C)O.CC(C)O. As for the total energy: -2836.0713 a.u. The value obtained for the energy above the lowest of the compared OMol25 structures with the same formula, charge and spin is 62.0 kcal per mole. The calculation puts the frontier orbital gap at 0.3410 Ha.

(2)
Below is a 12-piece molecular cluster, C39H109N7O12 overall, with properties calculated with ωB97M-V with the def2-TZVPD basis set.

Positions of all 167 atoms, in Å:
1 C 3.594166 0.586069 3.779624
2 O 3.460126 -0.726298 3.309686
3 C 3.296216 -1.695309 4.385779
4 C 3.112908 -3.096861 3.805050
5 C 2.866937 -4.159889 4.855241
6 N 4.249836 -3.562458 3.061703
7 H 4.501745 0.771223 4.354180
8 H 2.794266 0.950888 4.423969
9 H 3.652572 1.183893 2.870068
10 H 4.197576 -1.576255 4.987002
11 H 2.378717 -1.466728 4.928036
12 H 2.303977 -3.088999 3.074520
13 H 1.919677 -3.943546 5.349211
14 H 3.595852 -4.246383 5.661041
15 H 2.760680 -5.170179 4.460133
16 H 4.683676 -2.678948 2.835229
17 H 4.956321 -3.891804 3.703978
18 C 0.673488 6.946685 0.171191
19 O 0.140569 6.168571 -0.874709
20 C 0.281201 6.749653 -2.144337
21 C -0.010979 5.656786 -3.168427
22 C 1.207145 4.680102 -3.315994
23 N -0.292902 6.254425 -4.459354
24 H 1.745759 7.123944 0.088130
25 H 0.490212 6.411230 1.102746
26 H 0.136000 7.894581 0.197743
27 H -0.457161 7.536925 -2.296400
28 H 1.301343 7.105391 -2.288746
29 H -0.934000 5.165613 -2.860403
30 H 2.082238 5.233178 -3.657190
31 H 0.993506 3.829272 -3.962949
32 H 1.439542 4.259859 -2.337479
33 H -0.237149 5.509849 -5.139491
34 H 0.440018 6.884414 -4.752681
35 C -1.370201 1.968240 -2.007962
36 O -0.290855 1.154573 -1.490768
37 C -0.405897 0.967473 -0.083972
38 C 0.910706 0.304705 0.512492
39 C 1.206838 -1.113021 0.057313
40 N 0.949364 0.260448 1.980379
41 H -1.262263 2.988755 -1.640509
42 H -2.361472 1.701657 -1.641322
43 H -1.242212 1.956902 -3.090357
44 H -0.502864 1.934935 0.408680
45 H -1.352297 0.465164 0.116338
46 H 1.808807 0.849305 0.221028
47 H 0.331687 -1.755429 0.154895
48 H 2.094991 -1.497565 0.558735
49 H 1.280151 -1.061848 -1.029011
50 H 1.293847 1.172828 2.243052
51 H 1.699803 -0.306502 2.348491
52 C 2.774354 4.070765 1.543806
53 O 2.002314 3.225612 2.373236
54 C 0.882262 3.803365 2.907174
55 C 1.139315 4.860082 3.997636
56 C 1.997746 4.231976 5.170306
57 N -0.106245 5.349721 4.606801
58 H 3.554209 3.499632 1.040087
59 H 3.272485 4.848113 2.123197
60 H 2.171575 4.550923 0.772963
61 H 0.265283 4.239355 2.121463
62 H 0.235048 3.010818 3.282792
63 H 1.684110 5.714761 3.596622
64 H 2.985607 3.918212 4.833007
65 H 1.467285 3.398674 5.631085
66 H 2.219232 5.041796 5.865452
67 H -0.501099 5.975903 3.919725
68 H -0.759173 4.598444 4.778173
69 C 0.367070 -5.145484 2.694310
70 O -0.344650 -4.258860 3.510644
71 C -0.887554 -3.081584 2.926339
72 C -1.167238 -1.919435 3.900932
73 C -2.355887 -2.187997 4.792911
74 N -1.536058 -0.735594 3.070325
75 H -0.250461 -5.469872 1.856734
76 H 0.606593 -6.035307 3.276501
77 H 1.309419 -4.738531 2.327617
78 H -0.172365 -2.794800 2.155392
79 H -1.781918 -3.343779 2.361140
80 H -0.359482 -1.529771 4.520452
81 H -2.565623 -1.426437 5.544012
82 H -2.356139 -3.176000 5.253287
83 H -3.281574 -2.247755 4.220524
84 H -0.805787 -0.508699 2.410541
85 H -1.474761 0.027962 3.728592
86 C -5.423166 -3.077021 -2.792533
87 O -4.204012 -2.318816 -2.958347
88 C -3.183123 -2.998536 -3.806846
89 C -1.863209 -2.148542 -3.781355
90 C -2.050910 -0.759151 -4.468440
91 N -0.859763 -2.898428 -4.554476
92 H -5.976230 -3.255317 -3.714719
93 H -6.012682 -2.412521 -2.160867
94 H -5.209282 -3.980678 -2.221779
95 H -2.845335 -3.975173 -3.460163
96 H -3.604747 -3.233575 -4.784132
97 H -1.468803 -1.931387 -2.788679
98 H -2.953453 -0.241211 -4.144005
99 H -2.290889 -0.911649 -5.520699
100 H -1.172953 -0.113977 -4.436385
101 H -0.132962 -2.339927 -4.978660
102 H -0.459164 -3.535163 -3.880542
103 C 2.808328 0.946686 -3.053481
104 O 3.340103 -0.238022 -3.610000
105 C 2.401019 -1.053214 -4.247340
106 C 3.233385 -2.228969 -4.895442
107 C 4.307222 -1.826779 -5.955096
108 N 2.295571 -3.229169 -5.439139
109 H 3.564198 1.614048 -2.639494
110 H 2.183806 0.713651 -2.191062
111 H 2.148760 1.458775 -3.754071
112 H 1.708091 -1.443233 -3.501796
113 H 1.810129 -0.577086 -5.029800
114 H 3.829766 -2.712692 -4.121846
115 H 3.818697 -1.289446 -6.767937
116 H 4.717242 -2.764320 -6.330584
117 H 5.201528 -1.262817 -5.690034
118 H 1.793962 -3.584762 -4.637868
119 H 2.880935 -4.014136 -5.686662
120 C -5.393468 0.627958 -2.330681
121 C -5.430652 2.148195 -2.196314
122 C -5.254774 2.667966 -0.726796
123 O -4.462581 2.779717 -2.980727
124 H -4.474836 0.097760 -2.079482
125 H -5.625748 0.418511 -3.374836
126 H -6.091440 0.154593 -1.640132
127 H -6.403766 2.475084 -2.562776
128 H -5.892177 2.100395 -0.048809
129 H -5.566706 3.709471 -0.648944
130 H -4.245976 2.577569 -0.323981
131 H -4.510131 2.508695 -3.900449
132 C -4.216595 -2.336882 0.896581
133 C -4.676479 -0.900209 1.222816
134 O -4.447907 -0.731679 2.616145
135 H -4.431794 -2.587531 -0.142153
136 H -4.704325 -3.126756 1.467827
137 H -3.137846 -2.454497 0.999339
138 H -5.743123 -0.857249 1.002518
139 H -4.244294 -0.135900 0.576942
140 H -3.510775 -0.837739 2.795362
141 C 0.645491 -4.298057 -1.370958
142 C 1.341773 -5.109346 -2.404055
143 O 0.558855 -5.203963 -3.498576
144 H 0.525099 -3.252605 -1.654954
145 H 1.295903 -4.272679 -0.496651
146 H -0.337033 -4.643077 -1.048948
147 H 1.807190 -6.011669 -2.007458
148 H 2.281867 -4.685922 -2.757653
149 H -0.052365 -5.902153 -3.252502
150 C -2.755719 2.872686 2.264828
151 C -3.508586 3.235714 3.511159
152 O -2.758480 4.183392 4.317087
153 H -1.843387 2.297836 2.423881
154 H -2.590308 3.729404 1.611557
155 H -3.423652 2.252201 1.667384
156 H -3.798208 2.355079 4.084488
157 H -4.424228 3.738915 3.200528
158 H -2.721158 5.004022 3.820329
159 C 4.483010 -3.244167 -0.389005
160 C 4.989024 -4.672646 -0.038342
161 O 4.035144 -5.156418 0.861034
162 H 3.482715 -3.353163 -0.808080
163 H 5.111530 -2.721263 -1.109865
164 H 4.283507 -2.569790 0.443768
165 H 5.992227 -4.639784 0.386627
166 H 5.032949 -5.305197 -0.924938
167 H 4.140071 -4.657990 1.674766

Forces on atoms 1 to 3 (eV/Å):
C 0.48 0.74 -0.40
O -0.39 -1.38 0.70
C -0.30 0.44 -1.00

Its SMILES is COC[C@H](C)N.COC[C@H](C)N.COC[C@H](C)N.COC[C@H](C)N.COC[C@H](C)N.COC[C@H](C)N.COC[C@H](C)N.CC(C)O.CCO.CCO.CCO.CCO. As for the total energy: -2837.2315 a.u. The calculation puts the frontier orbital gap at 0.3423 Ha.

| no. | maximum force (eV/Å) |
| --- | --- |
| 1 | 6.16 |
| 2 | 2.96 |